(1)
Formula: C22H33B2F20N6O12S4
Source: the Open Molecules 2025 dataset
Level of theory: ωB97M-V/def2-TZVPD

E_tot = -155918.105 eV

ORCA input file:
```
! wB97M-V def2-TZVPD RIJCOSX def2/J DEFGRID3
* xyz -3 1
C -10.74429 6.15397 -19.04965
C -10.39611 5.00588 -18.14180
N -10.33840 5.37658 -16.72816
C -10.76678 6.52318 -16.14204
C -10.49638 6.52587 -14.82652
N -9.92806 5.28450 -14.60506
C -9.82524 4.63460 -15.74357
C -9.48145 4.77367 -13.29503
H -10.89108 5.73372 -20.04589
H -9.91004 6.84653 -19.16646
H -11.63479 6.71193 -18.77221
H -9.43708 4.59780 -18.45897
H -11.10192 4.17757 -18.22703
H -11.16291 7.34599 -16.71056
H -10.62955 7.26605 -14.06094
H -9.34472 3.67009 -15.76622
H -8.54630 4.25127 -13.46932
H -10.24655 4.09976 -12.92059
H -9.37922 5.64549 -12.66103
C -6.28120 5.95569 -11.50942
C -4.87057 6.36347 -11.86173
N -4.73946 7.80802 -12.12396
C -5.05024 8.42467 -13.31379
C -4.75757 9.74227 -13.13414
N -4.42946 9.91334 -11.80725
C -4.47589 8.72949 -11.20741
C -4.27081 11.19345 -11.10582
H -6.38932 5.95878 -10.41852
H -6.44371 4.89991 -11.73648
H -7.11313 6.56765 -11.85864
H -4.45682 5.88723 -12.74569
H -4.15876 6.10885 -11.07786
H -5.36610 7.96870 -14.23435
H -4.92204 10.55518 -13.82265
H -4.48991 8.50214 -10.14821
H -3.72196 11.88121 -11.74654
H -3.68965 11.00886 -10.20572
H -5.22396 11.68054 -10.93316
C 1.66416 8.24931 -15.69863
C 0.80378 8.67002 -14.52333
N -0.25738 9.58563 -14.92531
C -1.60012 9.29143 -14.99653
C -2.19869 10.39456 -15.46523
N -1.26432 11.40357 -15.53105
C -0.10164 10.87053 -15.21319
C -1.58356 12.65874 -16.16006
H 2.29488 9.10792 -15.96672
H 1.07589 8.03343 -16.58852
H 2.37824 7.46055 -15.47675
H 1.40535 9.17464 -13.76802
H 0.30878 7.82568 -14.04864
H -2.03114 8.32735 -14.78342
H -3.25662 10.55864 -15.59795
H 0.85032 11.37288 -15.22734
H -2.48924 12.57644 -16.75002
H -0.76478 13.09795 -16.73110
H -1.82080 13.43141 -15.42470
B -3.27927 7.66119 -7.81261
F -2.85906 8.69149 -8.67684
F -2.17807 6.90304 -7.37523
F -3.89325 8.31450 -6.72820
F -4.23314 6.83786 -8.47596
B -3.07298 5.66067 -16.73949
F -4.48882 5.66803 -16.73132
F -2.64197 5.31025 -18.04106
F -2.60216 6.97992 -16.45666
F -2.56459 4.78539 -15.77706
C -7.21268 2.22399 -9.40240
F -7.07702 2.30956 -8.08196
F -8.45117 2.73674 -9.68714
F -6.34304 3.03976 -10.00167
S -7.17490 0.46466 -9.99811
O -8.14257 -0.16195 -9.12111
O -7.61353 0.54453 -11.37956
O -5.78681 0.10723 -9.82269
C -4.12488 15.57324 -13.73310
F -2.78730 15.56258 -13.92660
F -4.34025 15.99522 -12.48723
F -4.67527 16.47910 -14.54713
S -4.91758 13.87457 -13.99221
O -5.43893 13.60372 -12.66747
O -5.92347 14.13159 -14.99112
O -3.93336 12.88910 -14.42248
C -7.76458 8.99431 -16.31768
F -8.89021 9.47276 -16.89656
F -7.78315 9.17154 -15.00517
F -7.76271 7.68015 -16.62746
S -6.31460 9.86621 -17.13242
O -5.24118 9.81826 -16.15990
O -6.10535 9.04257 -18.30796
O -6.86264 11.17025 -17.38391
C -6.37620 11.13365 -7.45242
F -6.06437 10.61794 -8.63687
F -7.50488 11.88276 -7.58431
F -6.73299 10.15747 -6.60884
S -4.97048 12.18098 -6.79973
O -5.36348 12.50887 -5.43850
O -3.84357 11.27380 -6.84193
O -4.94276 13.23951 -7.79143
*
```

---

(2)
Formula: C5H6O2
Source: the Open Molecules 2025 dataset
Level of theory: ωB97M-V/def2-TZVPD

Relative energy (zero: lowest compared OMol25 entry of this formula, charge and spin) = 428.6 kJ/mol
E_tot = -9372.654 eV

ORCA input file:
```
! wB97M-V def2-TZVPD RIJCOSX def2/J DEFGRID3
* xyz 0 1
C 0.78758 0.95829 1.91023
C 1.48718 0.70400 0.55862
O 2.34997 1.24456 -0.01872
C 0.70676 -0.62768 -0.15703
C -0.25789 -0.68729 -1.00221
C -1.65170 -0.87563 -1.42327
O 0.80859 -0.88923 -1.70111
H 0.95633 0.11225 2.50669
H -0.25943 1.01722 1.67648
H 1.15030 1.89151 2.34692
H -1.67250 -1.65328 -2.23317
H -2.12828 0.00241 -1.93153
H -2.27691 -1.19712 -0.53189
*
```

---

(3)
Formula: C36H30Cl4IrNO6S
Source: the Open Molecules 2025 dataset
Level of theory: ωB97M-V/def2-TZVPD

Expectation value of S² = 6.057
Relative energy (zero: lowest compared OMol25 entry of this formula, charge and spin) = 112.7 kJ/mol
E_tot = -115352.686 eV

ORCA input file:
```
! wB97M-V def2-TZVPD RIJCOSX def2/J DEFGRID3
* xyz 0 5
Ir -1.95210 0.80285 -0.81469
Cl -0.15433 7.15214 0.95136
C -0.94948 5.87502 0.21359
C -1.34964 5.96845 -1.16556
Cl -0.91288 7.38989 -2.04893
C -1.95876 4.91027 -1.81508
Cl -2.44275 5.01175 -3.47099
C -2.10413 3.64505 -1.20432
O -2.38711 2.56326 -1.77477
C -1.85485 3.62088 0.27937
O -1.90305 2.52069 0.87958
C -1.35813 4.80261 0.92519
Cl -0.98197 4.68861 2.56301
C -4.97505 0.32075 -1.64432
C -3.56508 -0.13990 -1.65626
O -3.23448 -1.11137 -2.31604
H -5.25333 0.13305 -2.66451
H -5.03081 1.36654 -1.27711
H -5.65930 -0.32234 -1.06825
C -0.02067 -0.03760 3.50311
O 1.21798 0.64965 3.52499
C 2.03036 0.26444 2.54645
C 2.98184 -0.66842 2.80632
C 3.86444 -1.10409 1.84656
C 3.85200 -0.49744 0.59141
C 2.94683 0.53420 0.34060
C 2.03730 0.99992 1.34273
N 1.22174 2.07697 1.16104
C 1.43156 3.06897 0.21038
C 1.18476 2.98338 -1.17514
C 1.46364 4.11449 -1.98056
C 1.19417 4.12387 -3.31913
C 0.67561 2.98884 -3.97940
C 0.36477 1.86404 -3.19966
C 0.55183 1.92283 -1.85624
O 0.10348 0.85293 -1.12256
H -0.57077 0.14650 2.57094
H -0.68596 0.36042 4.23915
H 0.10101 -1.11306 3.59597
H 3.02531 -1.06508 3.80703
H 4.53117 -1.92373 2.03179
H 4.43033 -0.99062 -0.18087
H 2.98014 0.95247 -0.63077
H 0.62194 2.22765 1.99028
H 1.53787 4.09470 0.58649
H 1.82417 4.99443 -1.45873
H 1.41869 5.09169 -3.85674
H 0.50076 2.97498 -5.04399
H -0.16261 1.04339 -3.66331
O -1.23781 -0.84905 0.23025
S -0.59583 -1.86811 -0.72698
C 0.91856 -2.21588 0.12878
C 1.80808 -3.02451 -0.70955
C 2.07664 -4.34954 -0.32998
C 2.89909 -5.13492 -1.06253
C 3.48204 -4.58777 -2.21795
C 3.15298 -3.29196 -2.63709
C 2.32293 -2.50575 -1.84604
C -1.58127 -3.42769 -0.25083
C -1.99437 -3.39934 1.14174
C -3.06489 -2.73406 1.70910
C -3.31539 -2.69123 3.06315
C -2.41871 -3.34820 3.87717
C -1.34783 -4.08879 3.39864
C -1.13021 -4.08948 2.02383
H 0.78059 -2.53040 1.13446
H 1.28468 -1.20583 0.24629
H 1.63416 -4.67819 0.59579
H 3.11803 -6.16465 -0.81959
H 3.99859 -5.19667 -2.89676
H 3.48245 -2.81647 -3.58578
H 2.08690 -1.47991 -2.21465
H -0.91570 -4.19236 -0.53397
H -2.39560 -3.33264 -0.94763
H -3.72277 -2.12544 1.07746
H -4.28573 -2.20873 3.34032
H -2.59600 -3.34491 4.97177
H -0.72966 -4.58866 4.13489
H -0.34045 -4.65783 1.58630
*
```

---

(4)
Formula: C7H5Cl2N
Source: the Open Molecules 2025 dataset
Level of theory: ωB97M-V/def2-TZVPD

Expectation value of S² = 2.023
E_tot = -33870.879 eV

ORCA input file:
```
! wB97M-V def2-TZVPD RIJCOSX def2/J DEFGRID3
* xyz 0 3
C -1.74509 -1.41470 -0.15240
C -3.00230 -0.95081 -0.12757
C -0.63588 -0.48955 -0.18734
C -0.99630 0.88906 0.11763
C -2.47246 1.21525 0.02109
C 0.63191 -0.83473 -0.42519
C -0.24249 1.93352 0.45546
N -3.40390 0.36586 -0.12185
Cl -4.40954 -1.91496 0.04528
Cl -2.83910 2.88858 0.05150
H -1.72511 -2.53114 -0.08880
H 1.41152 -0.21236 -0.20794
H 1.01202 -1.78404 -0.87508
H -0.52291 3.00128 0.44743
H 0.82120 1.73799 0.75268
*
```

---

(5)
Formula: C7H11N3O
Source: the Open Molecules 2025 dataset
Level of theory: ωB97M-V/def2-TZVPD

Relative energy (zero: lowest compared OMol25 entry of this formula, charge and spin) = 221.6 kJ/mol
E_tot = -13953.274 eV

ORCA input file:
```
! wB97M-V def2-TZVPD RIJCOSX def2/J DEFGRID3
* xyz 0 1
C 1.10602 0.67405 -2.69950
O 0.20654 -0.47493 -2.65454
C -0.96953 -0.23068 -1.77173
C -0.53689 0.07198 -0.42484
C -0.94962 1.20332 0.29428
N -0.64142 1.28232 1.58321
C -0.07109 0.26305 2.15674
C 0.18900 0.38445 3.65132
N 0.26480 -0.86617 1.56091
C 0.03613 -0.96004 0.29040
N 0.19997 -2.16716 -0.31968
H 1.84373 0.52406 -1.79220
H 1.52889 0.67731 -3.96486
H 0.26619 1.65004 -2.56621
H -1.50049 0.61578 -2.26269
H -1.59045 -1.20067 -1.77429
H -1.40631 2.06672 -0.22186
H -0.35806 1.35176 3.89943
H 1.27468 0.68184 3.89664
H -0.04763 -0.48910 4.23507
H 0.39474 -2.18321 -1.31387
H 0.76080 -2.87471 0.19829
*
```

---

(6)
Formula: C11H17INO3
Source: the Open Molecules 2025 dataset
Level of theory: ωB97M-V/def2-TZVPD

E_tot = -27407.668 eV

ORCA input file:
```
! wB97M-V def2-TZVPD RIJCOSX def2/J DEFGRID3
* xyz 1 1
C -0.66821 -0.18632 -0.87685
C 0.18948 -0.25735 -2.13927
C 1.46421 -1.10733 -1.99626
I 3.21819 0.03165 -1.57002
N 1.32742 -2.13871 -0.90923
C 0.47833 -3.36744 -1.27669
O 1.27192 -4.30190 -1.87124
C 1.29220 -4.37464 -3.30424
H -1.10171 -1.14892 -0.59121
H -1.50687 0.49031 -1.03766
H -0.12314 0.22179 -0.02142
H -0.37971 -0.62715 -2.99562
H 0.49358 0.75787 -2.39179
H 1.70089 -1.67438 -2.89175
H 2.24875 -2.51298 -0.66838
H 0.95570 -1.67656 -0.07428
H 0.09913 -3.75055 -0.32876
H -0.33769 -3.00837 -1.91067
H 0.33378 -4.04391 -3.71331
H 1.45104 -5.42035 -3.55407
H 2.10876 -3.77826 -3.71534
C -1.53264 4.51329 2.20145
C -1.21426 3.31100 1.73168
C -0.86608 2.19715 2.64491
O -0.57209 1.09537 2.21617
C -0.88776 2.46490 4.10162
C -1.20512 3.66582 4.57689
C -1.55243 4.78807 3.66515
O -1.83940 5.88167 4.09018
H -1.79151 5.34606 1.56015
H -1.19406 3.08906 0.67192
H -0.63221 1.63082 4.74241
H -1.22850 3.89028 5.63554
*
```

---

(7)
Formula: C53H37FN5O9PRuS4
Source: the Open Molecules 2025 dataset
Level of theory: ωB97M-V/def2-TZVPD

Expectation value of S² = 0.757
Relative energy (zero: lowest compared OMol25 entry of this formula, charge and spin) = 18.4 kJ/mol
E_tot = -139374.991 eV

ORCA input file:
```
! wB97M-V def2-TZVPD RIJCOSX def2/J DEFGRID3
* xyz -1 2
Ru 0.18189 -0.21472 0.18916
S -1.46957 -4.33469 -3.42614
C -1.54619 -5.65629 -4.49161
C -0.47889 -6.49040 -4.34524
C 0.41519 -6.04169 -3.34054
C 0.01027 -4.88092 -2.74317
C 0.69093 -4.11492 -1.68823
C 0.13889 -2.89247 -1.24232
N 0.72653 -2.14922 -0.33885
C 1.89661 -2.54014 0.19349
C 2.50141 -3.74171 -0.13626
C 3.72711 -4.08569 0.53647
C 4.26266 -3.27009 1.46996
C 3.64903 -2.01024 1.80614
C 4.13033 -1.13416 2.79515
C 3.45830 0.02728 3.07749
C 2.33250 0.34519 2.28954
N 1.89020 -0.43599 1.32684
C 2.49781 -1.63848 1.12759
C 3.84334 0.94907 4.15781
C 3.12391 2.00116 4.64524
C 3.77803 2.66944 5.71500
C 4.98009 2.11042 6.01723
S 5.32624 0.77447 5.01243
C 1.86736 -4.53370 -1.11111
H -2.37636 -5.74397 -5.17394
H -0.33330 -7.38679 -4.92948
H 1.32662 -6.56094 -3.08006
H -0.79323 -2.49703 -1.62887
H 4.20747 -5.02379 0.28795
H 5.17058 -3.55063 1.98911
H 5.01971 -1.40148 3.35563
H 1.78449 1.26275 2.44841
H 2.15073 2.28796 4.27222
H 3.36411 3.52064 6.23530
H 5.68845 2.40843 6.77304
H 2.31872 -5.47261 -1.40664
O 4.25991 3.04421 -4.44004
C 4.24395 1.79661 -4.47124
O 4.86701 0.98317 -5.16973
C 3.31921 1.17703 -3.44129
C 3.84400 0.65009 -2.26205
C 3.00541 0.16254 -1.29146
N 1.66548 0.15105 -1.42155
C 1.15701 0.61319 -2.57354
C 1.93725 1.12475 -3.58918
C -0.33219 0.53421 -2.68581
O -0.89707 0.81404 -3.72350
O -0.89586 0.12105 -1.59889
H 4.91415 0.63532 -2.10161
H 3.41703 -0.23466 -0.38103
H 1.43809 1.47928 -4.48047
C -4.12297 -0.60296 3.58035
O -2.73993 -0.32392 3.32346
C -1.91555 -1.33052 3.05654
S -2.33749 -2.91582 3.12109
S -0.28146 -0.76494 2.69869
H -4.53425 0.33232 3.95218
H -4.21586 -1.39381 4.32238
H -4.60189 -0.89999 2.64972
F -5.08974 -0.63580 -4.13366
C -4.90896 -1.78012 -3.46326
C -4.28929 -1.79258 -2.27834
N -4.11351 -2.95122 -1.55253
C -3.45935 -2.98156 -0.23405
C -3.09334 -1.57557 0.25353
O -4.02725 -0.84125 0.59497
O -1.85450 -1.32214 0.24915
C -4.55399 -4.16234 -2.02926
O -4.43025 -5.20771 -1.42266
N -5.15684 -4.10807 -3.27405
C -5.41642 -2.99374 -4.07102
O -5.99511 -3.10013 -5.13130
H -3.89931 -0.87898 -1.85069
H -2.57591 -3.61462 -0.30027
H -4.14287 -3.42581 0.48773
H -5.47806 -4.99518 -3.63290
C -0.29966 4.06327 4.67918
C 0.63646 4.50634 3.75860
C 0.71374 3.91391 2.50071
C -0.14760 2.87418 2.15833
C -1.08111 2.42733 3.09581
C -1.15556 3.01892 4.34538
P -0.22489 2.10948 0.48606
C 0.92001 3.12040 -0.50565
C 0.48476 3.81673 -1.63289
C 1.38288 4.54253 -2.40221
C 2.72485 4.58747 -2.06160
C 3.17093 3.87998 -0.95367
C 2.27988 3.14199 -0.19284
C -1.87488 2.72128 0.02353
C -2.90587 1.82166 -0.18344
C -4.19640 2.28199 -0.41946
C -4.45089 3.64164 -0.45611
C -3.42007 4.55164 -0.22707
C -2.14045 4.09425 0.02696
H -0.37002 4.53446 5.65207
H 1.31082 5.31626 4.00960
H 1.44220 4.27611 1.78727
H -1.74835 1.61427 2.84830
H -1.88428 2.65941 5.06086
H -0.55397 3.77180 -1.93078
H 1.03675 5.05312 -3.29138
H 3.42468 5.12533 -2.68197
H 4.22454 3.87423 -0.70450
H 2.65320 2.56853 0.65017
H -2.70517 0.76477 -0.14386
H -4.99635 1.56753 -0.56535
H -5.45379 4.00105 -0.65207
H -3.62072 5.61573 -0.23590
H -1.34695 4.80293 0.23477
*
```

---

(8)
Formula: C9H12N2O3S
Source: the Open Molecules 2025 dataset
Level of theory: ωB97M-V/def2-TZVPD

Relative energy (zero: lowest compared OMol25 entry of this formula, charge and spin) = 93.2 kJ/mol
E_tot = -29485.871 eV

ORCA input file:
```
! wB97M-V def2-TZVPD RIJCOSX def2/J DEFGRID3
* xyz 0 1
C 1.28992 0.75399 1.55552
C 1.55796 0.75018 0.05272
N 1.16852 -0.51070 -0.54995
S -0.18694 -1.37768 -0.09430
O 0.01659 -1.89505 1.22453
O -0.38386 -2.30201 -1.17175
C -1.53746 -0.20042 -0.07120
C -2.23374 0.02139 1.09992
C -3.26995 0.94140 1.10492
C -3.59179 1.62398 -0.05788
C -2.89013 1.38602 -1.22976
C -1.85521 0.46496 -1.23847
C 3.06906 0.96605 -0.15486
N 3.78413 -0.16418 -0.02598
O 3.54593 2.05513 -0.37260
H 0.22440 0.82116 1.75616
H 1.78760 1.61074 2.00456
H 1.66506 -0.16133 2.00389
H 1.03477 1.60152 -0.41017
H 1.23917 -0.51515 -1.55576
H -1.95578 -0.53420 1.98200
H -3.82487 1.12417 2.01239
H -4.39789 2.34216 -0.05289
H -3.14980 1.91501 -2.13400
H -1.30471 0.24702 -2.14050
H 4.78360 -0.14073 -0.13751
H 3.30968 -1.04106 0.10907
*
```

---

(9)
Formula: C5H30N2O10
Source: the Open Molecules 2025 dataset
Level of theory: ωB97M-V/def2-TZVPD

Relative energy (zero: lowest compared OMol25 entry of this formula, charge and spin) = 313.4 kJ/mol
E_tot = -29126.026 eV

ORCA input file:
```
! wB97M-V def2-TZVPD RIJCOSX def2/J DEFGRID3
* xyz 0 1
C -2.78852 -2.60692 0.28434
N -1.45971 -1.94417 -0.00108
C -0.60514 -1.63966 1.12318
C 0.54687 -0.65900 0.67280
C 1.84429 -1.21085 0.23028
N -0.11946 0.07091 -0.43758
C -1.08060 1.03607 -0.23569
O -1.56575 1.31123 0.85462
H -2.90575 -3.23908 -0.59470
H -2.86777 -3.29575 1.12522
H -3.53997 -1.78870 0.22877
H -1.09233 -2.47055 -0.77877
H -1.28622 -0.96895 1.69576
H -0.54226 -2.60292 1.69644
H 0.68082 0.07534 1.48743
H 2.73198 -0.93144 0.82146
H 1.80312 -2.30893 0.09731
H 2.08665 -0.81513 -0.78782
H 0.30545 -0.10609 -1.33520
H -1.34500 1.54335 -1.18623
O -0.96402 1.44980 3.76941
H -0.81628 1.17020 4.69104
H -1.61913 0.85352 3.36610
O 1.73115 -0.37480 -3.42324
H 1.70587 0.59539 -3.46404
H 2.67876 -0.52828 -3.36231
O -0.89136 -3.44139 -2.67713
H -1.43132 -3.72658 -3.40162
H 0.02106 -3.73724 -2.58402
O -0.23011 3.71978 1.47677
H -1.13893 3.42234 1.54167
H 0.06810 3.15557 2.21726
O 1.80863 2.18568 -2.70257
H 2.10844 2.82756 -2.01344
H 1.52639 2.72551 -3.43658
O 1.73384 -3.30713 -3.21050
H 2.23414 -2.46976 -3.08142
H 1.14516 -2.90005 -3.86683
O -3.34571 0.32702 2.34774
H -2.71511 -0.19535 1.86252
H -3.09388 1.25379 2.32537
O 1.54161 3.83733 -0.68017
H 0.61196 3.69053 -0.34465
H 1.96979 3.91397 0.17392
O 2.86642 0.54249 3.12574
H 2.50007 0.41600 3.99725
H 2.14724 0.58996 2.48575
*
```